(A)
{"formula": "C2H6N2O2", "method": "ωB97M-V with the def2-TZVPD basis set", "lumo_energy_ev": 0.3, "smiles": "NCC(=O)NO", "homo_lumo_gap_ev": 9.969, "homo_ev": -9.65, "species": ["N", "C", "C", "O", "N", "O", "H", "H", "H", "H", "H", "H"], "coordinates": [[1.5895, -0.8407, -0.3477], [0.9045, 0.1737, 0.5167], [-0.1401, 1.0222, -0.0915], [-0.1243, 2.3131, -0.1485], [-1.3436, 0.3508, -0.1762], [-1.4078, -1.1660, -0.0151], [0.5668, -1.0820, -1.0025], [2.2694, -0.4434, -1.1517], [0.4041, -0.5082, 1.3477], [1.5875, 0.7199, 1.1233], [-2.1486, 0.5598, -0.7601], [-2.1574, -1.0991, 0.7057]]}



(B)
{"formula": "C2H6N2O2", "method": "ωB97M-V with the def2-TZVPD basis set", "lumo_energy_ev": 0.9, "smiles": "C/N=[N+](/[O-])OC", "homo_lumo_gap_ev": 10.978, "homo_ev": -10.03, "species": ["C", "N", "N", "O", "O", "C", "H", "H", "H", "H", "H", "H"], "coordinates": [[-1.8863, 0.7656, -0.0170], [-1.3854, -0.4033, 0.6976], [-0.2331, -0.7749, 0.4938], [0.3883, -1.6179, 1.0303], [0.5900, 0.1594, -0.2614], [1.9584, -0.2935, -0.3682], [-1.1943, 1.1105, -0.6632], [-2.0029, 1.6066, 0.7639], [-2.8789, 0.6050, -0.5722], [2.0695, -0.6498, -1.3530], [2.0181, -1.1092, 0.3240], [2.5566, 0.6015, -0.0748]]}



(C)
{"formula": "C2H6N2O2", "method": "ωB97M-V with the def2-TZVPD basis set", "lumo_energy_ev": 0.9, "smiles": "C/N=[N+](/[O-])OC", "homo_lumo_gap_ev": 10.766, "homo_ev": -9.84, "species": ["C", "N", "N", "O", "O", "C", "H", "H", "H", "H", "H", "H"], "coordinates": [[1.7447, 1.4623, -0.3507], [1.3070, 0.8591, 0.9066], [0.4091, 0.0826, 1.1521], [0.2411, -0.4235, 2.2572], [-0.6223, -0.2965, 0.1597], [-1.7509, -0.9265, 0.7325], [1.2139, 1.3037, -1.2020], [2.8636, 1.0966, -0.5503], [1.8201, 2.5682, -0.1179], [-2.3979, -1.2742, -0.0943], [-2.2642, -0.2763, 1.5391], [-1.4775, -1.9442, 1.1493]]}



The structure with the least stability is (C).



(A)
{"formula": "C2H6N2O2", "method": "ωB97M-V with the def2-TZVPD basis set", "lumo_energy_ev": 0.7, "smiles": "C=[N+]([O-])O.C=N", "homo_lumo_gap_ev": 9.613, "homo_ev": -8.95, "species": ["C", "N", "O", "O", "H", "H", "H", "C", "N", "H", "H", "H"], "coordinates": [[-1.3871, 0.2979, 0.0317], [-1.1745, 0.9570, 1.1435], [-1.3145, 0.7707, 2.2872], [-0.7844, 2.2807, 0.8755], [-1.1367, 0.6301, -0.9938], [-1.9648, -0.5636, 0.2098], [-0.7196, 2.8446, 1.7466], [0.8730, -0.6894, 0.1569], [1.4367, 0.2827, -0.4137], [0.1626, -1.4710, -0.2568], [1.0333, -0.7280, 1.2883], [1.2900, 0.2948, -1.3506]]}



(B)
{"formula": "C2H6N2O2", "method": "ωB97M-V with the def2-TZVPD basis set", "lumo_energy_ev": 0.7, "homo_lumo_gap_ev": 8.493, "homo_ev": -7.84, "species": ["C", "C", "N", "N", "O", "O", "H", "H", "H", "H", "H", "H"], "coordinates": [[-0.2028, -0.2320, 0.3573], [0.4496, 1.0450, -0.0958], [1.1580, -2.3204, -0.7038], [0.6869, -1.2656, -1.0574], [-1.4222, -0.6910, -0.1055], [-0.3388, -0.2723, 1.8386], [0.9376, 0.8735, -1.0047], [-0.3069, 1.9131, -0.2181], [1.0179, 1.5158, 0.6200], [-2.0051, -0.1342, -0.5932], [1.6054, -2.8711, -1.3641], [-1.2507, -0.6239, 1.8492]]}



The structure with the least stability is (A).



(A)
{"formula": "C4H5NS", "method": "ωB97M-V with the def2-TZVPD basis set", "lumo_energy_ev": [-0.6, -0.6], "homo_lumo_gap_ev": [8.163, 8.162], "homo_ev": [-8.80, -8.80], "species": ["C", "C", "C", "C", "N", "S", "H", "H", "H", "H", "H"], "coordinates": [[0.0138, 0.2767, -0.0878], [-1.1011, 0.6994, 0.0198], [2.3134, -0.3863, -0.0253], [-2.4974, 1.1085, 0.0846], [2.1724, -1.6788, -0.1094], [3.4163, 0.7308, 0.0792], [-3.0428, 0.4436, 0.7577], [-2.5584, 2.1279, 0.4602], [-2.9475, 1.0597, -0.9061], [1.2523, -2.0861, -0.1324], [2.9790, -2.2954, -0.1407]]}



(B)
{"formula": "C4H5NS", "method": "ωB97M-V with the def2-TZVPD basis set", "lumo_energy_ev": 0.7, "smiles": "N#CC1(S)CC1", "homo_lumo_gap_ev": 10.395, "homo_ev": -9.75, "species": ["N", "C", "C", "S", "C", "C", "H", "H", "H", "H", "H"], "coordinates": [[-0.7631, -0.9334, 2.4679], [-0.4403, -0.7311, 1.4018], [-0.0672, -0.4520, 0.0869], [-0.5213, -1.7060, -1.1227], [-0.1747, 1.0132, -0.3874], [1.1640, 0.3967, -0.0898], [-1.9191, -1.3161, -0.9647], [-0.5728, 1.7694, 0.1870], [-0.2920, 1.1354, -1.4229], [1.9028, 0.2900, -1.0182], [1.6836, 0.5340, 0.8620]]}



The structure with the least stability is (A).



(A)
{"formula": "C4H5NS", "method": "ωB97M-V with the def2-TZVPD basis set", "lumo_energy_ev": [-0.6, -0.3], "homo_lumo_gap_ev": [7.878, 7.920], "homo_ev": [-8.44, -8.25], "species": ["C", "C", "C", "C", "N", "S", "H", "H", "H", "H", "H"], "coordinates": [[1.0430, -0.4606, -0.9198], [-0.6080, -0.9687, 0.9155], [0.3145, 1.5723, 0.3129], [0.4543, 0.1718, 0.3021], [-1.1678, -1.3276, -0.4957], [-0.3058, -1.0268, -1.8999], [1.6979, 0.2565, -1.5060], [-0.2847, -1.8929, 1.5047], [-1.4274, -0.3922, 1.4109], [0.8115, 2.1614, -0.4558], [-0.5276, 1.9068, 0.8310]]}



(B)
{"formula": "C4H5NS", "method": "ωB97M-V with the def2-TZVPD basis set", "lumo_energy_ev": 0.8, "smiles": "C1=NS[C@@H]2C[C@@H]12", "homo_lumo_gap_ev": 9.669, "homo_ev": -8.83, "species": ["C", "N", "S", "C", "C", "C", "H", "H", "H", "H", "H"], "coordinates": [[-0.7458, -1.3074, 0.1872], [-1.2247, -0.9637, 1.3587], [-0.7586, 0.6884, 1.8059], [0.5037, 0.6072, 0.5555], [0.9118, 0.8337, -0.8897], [-0.2149, -0.0765, -0.5505], [-1.0505, -2.3331, -0.1010], [1.2810, 0.0100, 1.0461], [0.5785, 1.6890, -1.4729], [1.8695, 0.4092, -1.1342], [-1.1499, 0.4433, -0.8051]]}



(C)
{"formula": "C4H5NS", "method": "ωB97M-V with the def2-TZVPD basis set", "lumo_energy_ev": -0.8, "homo_lumo_gap_ev": 7.546, "homo_ev": -8.36, "species": ["C", "C", "C", "C", "N", "S", "H", "H", "H", "H", "H"], "coordinates": [[-0.7875, -0.6452, -0.2782], [0.5433, -1.0290, -0.0352], [-1.6483, 0.4696, 0.1672], [1.7486, -0.7401, 0.6619], [-1.4024, 1.6819, 0.4575], [2.9317, 0.4081, 0.3929], [-1.3333, -1.4345, -0.8035], [0.8060, -2.0344, -0.4929], [-2.8934, 0.3544, 0.0095], [-0.3089, 1.9086, 0.6023], [2.3444, 1.0606, -0.6815]]}



The structure with the least stability is (A).



(A)
{"formula": "C5H10ClN", "method": "ωB97M-V with the def2-TZVPD basis set", "lumo_energy_ev": 0.8, "smiles": "C=C(N)Cl.C=CC", "homo_lumo_gap_ev": 9.390, "homo_ev": -8.55, "species": ["C", "C", "N", "Cl", "H", "H", "H", "H", "C", "C", "C", "H", "H", "H", "H", "H", "H"], "coordinates": [[-0.2226, -2.1292, 0.6111], [0.4198, -2.1726, -0.5135], [1.6519, -1.7470, -0.8516], [-0.3397, -2.9159, -1.9387], [-1.1630, -2.5991, 0.9800], [0.1314, -1.6231, 1.5373], [2.1439, -1.3535, -0.0002], [2.2188, -1.8787, -1.6751], [-0.8800, 1.4220, 1.4582], [-1.0314, 2.1159, 0.2658], [0.0287, 2.0315, -0.7657], [-0.0591, 0.7838, 1.8809], [-1.7008, 1.4405, 2.2128], [-2.0061, 2.5800, -0.1670], [-0.2449, 1.2215, -1.4835], [0.0971, 3.0162, -1.3830], [0.9558, 1.8078, -0.1677]]}



(B)
{"formula": "C5H10ClN", "method": "ωB97M-V with the def2-TZVPD basis set", "lumo_energy_ev": [-0.1, 0.6], "homo_lumo_gap_ev": [7.042, 9.608], "homo_ev": [-7.16, -8.99], "species": ["C", "C", "C", "C", "C", "N", "Cl", "H", "H", "H", "H", "H", "H", "H", "H", "H", "H"], "coordinates": [[-1.7214, -0.2798, -0.2053], [-3.2149, -0.3876, 0.0651], [2.2216, -1.0145, 0.2059], [1.3466, 1.4462, 0.2437], [1.5259, 0.0895, -0.3512], [-0.8030, -0.7110, 0.5013], [1.2809, -0.0057, -2.0247], [-1.6723, 0.2007, -1.1857], [-3.2972, -0.7584, 1.0404], [-3.9013, -0.7906, -0.6395], [-3.4022, 0.6269, 0.0866], [3.4140, -1.0012, -0.1974], [1.8129, -2.0497, -0.0267], [2.4887, -0.8420, 1.2837], [0.7540, 2.0602, -0.3662], [0.9201, 1.4572, 1.2629], [2.2477, 1.9598, 0.3073]]}



The structure with the least stability is (B).



(A)
{"formula": "CH4N4S", "method": "ωB97M-V with the def2-TZVPD basis set", "lumo_energy_ev": 0.8, "smiles": "[H]/N=N/SC.N#N", "homo_lumo_gap_ev": 9.985, "homo_ev": -9.23, "species": ["H", "N", "N", "S", "C", "H", "H", "H", "N", "N"], "coordinates": [[-0.2762, 2.6952, -1.3728], [-0.3873, 1.6696, -1.7446], [0.2412, 1.0471, -0.8787], [0.2749, -0.6313, -1.0149], [1.1254, -0.9441, 0.5420], [0.4670, -1.7518, 1.1581], [0.8817, 0.0170, 1.0266], [2.0793, -1.3751, 0.3911], [-2.4174, -0.1972, 0.4685], [-1.9884, -0.5294, 1.4246]]}



(B)
{"formula": "CH4N4S", "method": "ωB97M-V with the def2-TZVPD basis set", "lumo_energy_ev": 0.9, "smiles": "N#[N+][S-].[H]/N=N\\C", "homo_lumo_gap_ev": 9.732, "homo_ev": -8.87, "species": ["N", "N", "S", "H", "N", "N", "C", "H", "H", "H"], "coordinates": [[-2.7146, 0.5541, 1.0552], [-2.6000, -0.4643, 0.5946], [-2.4794, -1.8779, 0.0901], [0.6046, 1.8375, -0.5752], [-0.2512, 1.1981, -0.3836], [0.1971, 0.0974, -0.1690], [1.5723, -0.2881, -0.1249], [2.1893, 0.5949, -0.1123], [1.7172, -0.9381, 0.8190], [1.7649, -0.7136, -1.1937]]}



The structure with the least stability is (B).